The following is a DFT calculation (the ωB97M-V functional and the def2-TZVPD basis) of a structure of composition C29H37N5O8V.

Last column: Mulliken charge in e.
Cartesian coordinates (Å):
O1 0.233 1.126 -0.632  -0.35
V1 -0.400 -0.296 -0.407  1.67
O2 -1.929 -0.014 0.029  -0.54
N1 1.656 -1.296 -1.146  0.94
C1 2.193 -0.614 -2.162  -0.34
C2 3.253 -1.074 -2.940  -1.23
C3 3.648 -2.379 -2.731  -0.37
C4 3.086 -3.129 -1.719  -1.07
C5 2.133 -2.532 -0.922  -0.32
H1 1.730 0.333 -2.408  0.43
H2 3.635 -0.423 -3.711  0.57
H3 4.446 -2.827 -3.316  0.42
H4 3.447 -4.119 -1.482  0.47
H5 1.745 -3.053 -0.054  0.45
N2 0.448 -0.570 1.699  0.59
C6 1.719 -0.755 2.117  -0.37
C7 2.101 -0.911 3.422  -1.20
C8 1.097 -0.797 4.390  -0.48
C9 -0.230 -0.757 4.014  -0.79
C10 -0.502 -0.662 2.645  -0.28
H6 2.442 -0.776 1.312  0.49
H7 3.110 -1.059 3.774  0.48
H8 1.322 -0.888 5.446  0.43
H9 -1.008 -0.850 4.757  0.60
H10 -1.548 -0.642 2.366  0.52
N3 -0.974 -0.536 -2.588  0.75
C11 -0.810 -1.670 -3.282  -0.12
C12 -1.242 -1.848 -4.579  -0.93
C13 -2.046 -0.874 -5.162  -0.31
C14 -2.270 0.303 -4.440  -0.82
C15 -1.692 0.420 -3.188  -0.28
H11 -0.109 -2.362 -2.827  0.33
H12 -0.990 -2.767 -5.089  0.45
H13 -2.350 -0.973 -6.195  0.44
H14 -2.920 1.062 -4.846  0.46
H15 -1.812 1.370 -2.678  0.34
C16 -3.943 1.695 2.461  0.38
C17 -3.981 2.783 3.562  -0.49
O3 -3.338 2.178 4.668  -0.35
C18 -3.266 0.856 4.493  0.77
O4 -2.967 0.058 5.328  -0.60
O5 -3.529 0.538 3.208  -0.34
H16 -3.303 2.000 1.638  -0.24
H17 -4.956 1.504 2.113  0.35
H18 -4.976 3.157 3.803  0.25
H19 -3.389 3.654 3.274  0.30
C19 6.140 2.714 -0.167  -0.34
C20 5.484 2.952 -1.583  -0.34
O6 4.256 2.250 -1.505  -0.32
C21 4.044 1.788 -0.257  0.64
O7 3.075 1.210 0.137  -0.30
O8 5.080 2.058 0.518  -0.36
H20 6.385 3.637 0.343  0.30
H21 6.988 2.044 -0.279  0.25
H22 6.079 2.486 -2.363  0.28
H23 5.350 4.021 -1.726  0.27
C22 0.201 3.510 3.007  -1.39
C23 0.838 3.181 1.658  0.85
C24 0.246 3.994 0.497  -0.58
C25 -1.117 3.673 0.076  0.28
N4 -2.188 3.410 -0.240  -0.60
H24 0.326 4.577 3.209  0.45
H25 0.691 2.923 3.783  0.40
H26 -0.869 3.296 3.019  0.10
H27 0.660 2.119 1.476  -0.62
H28 1.920 3.284 1.706  0.27
H29 0.882 3.968 -0.388  0.27
H30 0.231 5.032 0.851  0.52
C26 -3.960 -3.607 -2.109  -0.94
C27 -3.836 -4.597 -0.965  -0.47
C28 -2.375 -4.807 -0.534  -0.74
C29 -1.598 -3.576 -0.426  0.47
N5 -0.988 -2.617 -0.287  -0.43
H31 -3.426 -3.961 -2.997  0.28
H32 -3.568 -2.625 -1.829  0.12
H33 -4.989 -3.431 -2.421  0.41
H34 -4.285 -5.540 -1.271  0.32
H35 -4.433 -4.183 -0.150  0.30
H36 -1.883 -5.477 -1.241  0.29
H37 -2.324 -5.287 0.444  0.32

HOMO level ... -12.10 eV
Net charge ... +1
Spin multiplicity ... 1
Orbital gap ... 9.7 eV